# 1
The following is a quantum chemistry calculation of C2H4O2 in the gas phase at a distorted geometry, from OMol25.

highest occupied orbital energy = -10.422 eV
energy relative to the best compared isomer or geometry (same formula, charge and spin) = 1.644 eV
gap between HOMO and LUMO = 0.41891 Ha
lowest unoccupied orbital energy = 0.977 eV
E = -6232.66308 eV

```
! wB97M-V def2-TZVPD RIJCOSX def2/J DEFGRID3
* xyz 0 1
O 1.230 -0.225 -0.747
C 0.573 -0.730 0.103
C -0.695 -0.115 0.696
O -0.955 1.030 -0.079
H 0.790 -1.866 0.274
H -1.568 -0.844 0.577
H -0.432 0.192 1.760
H -0.253 1.144 -0.796
*
```

# 2
The following is a quantum chemistry calculation of a 2-piece molecular cluster, C2H4O2 overall at a distorted geometry, from OMol25.

highest occupied orbital energy = -10.302 eV
energy relative to the best compared isomer or geometry (same formula, charge and spin) = 2.581 eV
gap between HOMO and LUMO = 0.39698 Ha
lowest unoccupied orbital energy = 0.500 eV
E = -6231.72618 eV

```
! wB97M-V def2-TZVPD RIJCOSX def2/J DEFGRID3
* xyz 0 1
C -2.307 0.205 -5.348
O -1.396 0.355 -6.195
H -2.729 1.094 -4.821
H -2.636 -0.797 -4.986
C 2.270 -0.229 5.335
O 2.917 0.441 6.094
H 1.215 0.060 5.114
H 2.667 -1.129 4.808
*
```

# 3
The following is a quantum chemistry calculation of a 2-piece molecular cluster, C2H4O2 overall at a distorted geometry, from OMol25.

highest occupied orbital energy = -10.278 eV
energy relative to the best compared isomer or geometry (same formula, charge and spin) = 2.634 eV
gap between HOMO and LUMO = 0.40245 Ha
lowest unoccupied orbital energy = 0.674 eV
E = -6231.67367 eV

```
! wB97M-V def2-TZVPD RIJCOSX def2/J DEFGRID3
* xyz 0 1
C -3.858 2.061 0.061
O -4.159 2.787 1.030
H -4.044 2.410 -0.982
H -3.501 1.010 0.183
C 3.920 -2.047 -0.049
O 2.894 -1.440 0.118
H 4.971 -1.725 0.141
H 3.777 -3.057 -0.502
*
```

# 4
The following is a quantum chemistry calculation of an isolated ion of composition C2H4O2PS and charge -1 at a distorted geometry, from OMol25.

highest occupied orbital energy (alpha / beta) = -2.571 / -2.574 eV
energy relative to the best compared isomer or geometry (same formula, charge and spin) = 3.567 eV
gap between HOMO and LUMO (alpha / beta) = 0.22041 / 0.22051 Ha
lowest unoccupied orbital energy (alpha / beta) = 3.426 / 3.426 eV
E = -26357.23457 eV

```
! wB97M-V def2-TZVPD RIJCOSX def2/J DEFGRID3
* xyz -1 1
C 0.151 -1.179 0.040
C 1.836 0.826 0.110
O -1.172 1.299 0.383
O -2.518 -0.656 -0.463
P -1.305 -0.168 0.693
S 1.669 -0.776 0.332
H -0.097 -2.324 0.180
H 1.266 1.615 -0.375
H 2.886 1.177 0.090
H -2.715 0.186 -0.990
*
```

# 5
The following is a quantum chemistry calculation of C2H4O2Pb as an isolated structure at a distorted geometry, from OMol25.

highest occupied orbital energy (alpha / beta) = -11.133 / -15.098 eV
energy relative to the best compared isomer or geometry (same formula, charge and spin) = 2.321 eV
gap between HOMO and LUMO (alpha / beta) = 0.22133 / 0.36989 Ha
lowest unoccupied orbital energy (alpha / beta) = -5.110 / -5.033 eV
E = -11468.51091 eV
⟨S²⟩ = 0.75

```
! wB97M-V def2-TZVPD RIJCOSX def2/J DEFGRID3
* xyz 1 2
C -0.196 0.107 -0.634
C 0.956 0.150 -1.295
O -0.157 -0.440 0.667
H -1.227 0.212 -0.961
H 0.910 0.222 -2.381
H 1.901 0.389 -0.804
Pb -2.229 -0.522 2.868
O -0.775 0.438 1.625
H 0.817 -0.556 0.915
*
```

# 6
The following is a quantum chemistry calculation of a 2-piece molecular cluster, C2H4O2S overall at a distorted geometry, from OMol25.

highest occupied orbital energy (alpha / beta) = -9.866 / -9.865 eV
energy relative to the best compared isomer or geometry (same formula, charge and spin) = 5.474 eV
gap between HOMO and LUMO (alpha / beta) = 0.32497 / 0.32492 Ha
lowest unoccupied orbital energy (alpha / beta) = -1.023 / -1.023 eV
E = -17063.79693 eV

```
! wB97M-V def2-TZVPD RIJCOSX def2/J DEFGRID3
* xyz 0 1
C 0.054 -0.524 0.726
C -1.074 1.217 -0.058
O 2.111 -1.928 0.293
O 0.634 -1.501 -1.681
S 1.093 -1.158 -0.368
H 0.689 -0.378 1.614
H -0.283 2.078 -0.131
H -1.900 1.336 0.692
H -1.325 0.857 -1.088
*
```

Question: Which of these has the lowest E?
Answer: C2H4O2PS